{"formula": "C35H55CsN7OS3", "method": "wB97M-V/def2-TZVPD", "symbols": ["Cs", "C", "C", "C", "C", "C", "C", "C", "N", "C", "C", "C", "C", "C", "C", "C", "N", "C", "C", "C", "C", "H", "H", "H", "H", "H", "H", "H", "H", "H", "H", "H", "H", "H", "H", "H", "H", "H", "H", "H", "H", "H", "H", "H", "H", "S", "C", "C", "C", "C", "C", "C", "S", "H", "H", "H", "H", "C", "N", "C", "C", "C", "N", "C", "C", "H", "H", "H", "H", "H", "H", "H", "H", "H", "H", "H", "H", "H", "H", "H", "H", "S", "C", "N", "C", "C", "N", "H", "H", "H", "H", "H", "H", "C", "C", "N", "O", "H", "H", "H", "H", "H"], "positions_angstrom": [[-0.440, -0.261, 0.160], [3.408, -7.224, -0.058], [4.202, -6.056, 0.541], [5.461, -5.842, -0.301], [4.629, -6.402, 1.974], [3.314, -4.815, 0.563], [3.613, -3.653, -0.132], [2.725, -2.588, -0.066], [1.601, -2.602, 0.634], [1.304, -3.704, 1.330], [2.133, -4.818, 1.303], [0.042, -3.658, 2.136], [-0.432, -4.747, 2.854], [-1.624, -4.667, 3.575], [-2.293, -3.453, 3.549], [-1.731, -2.399, 2.841], [-0.603, -2.489, 2.149], [-2.120, -5.878, 4.361], [-1.089, -6.212, 5.451], [-3.469, -5.613, 5.030], [-2.273, -7.079, 3.416], [4.027, -8.124, -0.091], [3.090, -6.988, -1.077], [2.515, -7.446, 0.529], [6.070, -6.747, -0.280], [6.065, -5.019, 0.087], [5.212, -5.629, -1.343], [5.275, -7.283, 1.970], [3.769, -6.616, 2.611], [5.179, -5.572, 2.423], [4.510, -3.557, -0.728], [2.934, -1.667, -0.609], [1.864, -5.700, 1.867], [0.119, -5.678, 2.845], [-3.228, -3.296, 4.066], [-2.228, -1.429, 2.842], [-0.956, -5.363, 6.124], [-0.117, -6.453, 5.016], [-1.425, -7.070, 6.038], [-3.406, -4.789, 5.743], [-3.783, -6.505, 5.575], [-4.239, -5.376, 4.294], [-1.321, -7.358, 2.960], [-2.976, -6.850, 2.612], [-2.649, -7.943, 3.968], [-2.131, -0.866, -2.420], [-3.007, 0.527, -3.053], [-3.678, 0.391, -4.281], [-4.383, 1.429, -4.868], [-4.447, 2.656, -4.218], [-3.806, 2.811, -3.000], [-3.072, 1.778, -2.388], [-2.288, 2.104, -0.845], [-3.627, -0.574, -4.771], [-4.875, 1.283, -5.824], [-4.987, 3.487, -4.660], [-3.850, 3.762, -2.482], [0.199, 1.704, 3.400], [1.317, 1.205, 2.614], [1.834, -0.025, 3.183], [2.345, 2.218, 2.488], [3.397, 1.904, 1.432], [2.857, 1.557, 0.132], [3.934, 1.134, -0.748], [2.116, 2.657, -0.470], [0.502, 1.986, 4.424], [-0.579, 0.940, 3.475], [-0.231, 2.580, 2.913], [2.248, 0.129, 4.197], [2.617, -0.436, 2.545], [1.035, -0.766, 3.243], [2.874, 2.372, 3.447], [1.856, 3.163, 2.242], [4.020, 1.072, 1.769], [4.058, 2.788, 1.364], [4.666, 1.943, -0.929], [3.530, 0.820, -1.710], [4.467, 0.291, -0.300], [2.734, 3.569, -0.548], [1.220, 2.884, 0.109], [1.795, 2.370, -1.472], [2.486, -0.015, -3.979], [1.777, -1.516, -3.797], [0.479, -1.826, -3.804], [0.236, -3.223, -3.454], [1.650, -3.804, -3.263], [2.493, -2.678, -3.647], [-0.291, -1.161, -3.610], [-0.303, -3.724, -4.257], [-0.371, -3.285, -2.551], [1.828, -4.664, -3.910], [1.825, -4.108, -2.229], [3.460, -2.607, -3.389], [-3.908, 2.445, 2.313], [-3.919, 0.942, 2.227], [-4.344, 0.436, 1.046], [-3.578, 0.220, 3.168], [-4.925, 2.821, 2.192], [-3.313, 2.847, 1.488], [-3.507, 2.759, 3.274], [-4.165, 0.989, 0.208], [-4.216, -0.557, 0.928]], "atomic_forces_ev_per_a": [[0.613, 0.344, 0.192], [-0.021, 0.018, -0.016], [0.031, -0.017, -0.002], [-0.054, 0.031, 0.009], [-0.023, 0.034, 0.010], [0.000, -0.036, 0.001], [-0.008, -0.015, 0.021], [0.022, 0.231, -0.042], [0.085, -0.098, 0.055], [0.111, -0.003, -0.090], [-0.035, -0.095, 0.084], [-0.145, 0.020, 0.189], [0.091, -0.149, -0.111], [-0.039, 0.016, 0.018], [0.137, -0.126, 0.021], [-0.119, 0.242, -0.040], [0.036, -0.281, 0.182], [0.035, -0.048, 0.005], [-0.006, 0.038, -0.037], [0.025, 0.038, -0.022], [0.005, 0.031, -0.020], [-0.011, 0.010, 0.008], [0.001, -0.022, 0.023], [0.028, -0.004, -0.015], [-0.003, 0.008, -0.003], [0.001, -0.030, -0.022], [0.030, -0.004, 0.018], [-0.013, 0.011, 0.003], [0.026, -0.005, -0.014], [0.001, -0.031, -0.003], [-0.020, 0.010, 0.018], [-0.044, -0.052, 0.001], [0.018, 0.004, -0.009], [-0.027, 0.002, 0.011], [0.032, 0.030, -0.003], [-0.030, -0.092, 0.002], [0.001, -0.030, 0.001], [-0.016, -0.007, 0.027], [0.006, 0.003, -0.012], [-0.019, -0.027, -0.015], [-0.008, 0.009, -0.006], [0.009, -0.006, 0.033], [-0.033, -0.003, 0.011], [0.011, -0.017, 0.023], [0.012, 0.009, -0.011], [-0.404, -0.201, -0.276], [-0.118, 0.126, -0.159], [0.049, 0.026, 0.105], [0.014, -0.010, 0.011], [0.026, -0.016, 0.032], [0.063, -0.100, 0.016], [-0.106, 0.037, -0.156], [-0.205, 0.515, -0.216], [0.013, 0.010, -0.002], [0.005, -0.015, 0.018], [-0.005, -0.007, 0.028], [0.015, 0.006, -0.004], [0.023, -0.068, -0.055], [-0.118, 0.034, 0.210], [0.005, -0.003, -0.098], [0.011, 0.008, -0.141], [-0.092, -0.004, 0.026], [0.115, -0.060, -0.007], [-0.056, 0.059, -0.007], [-0.038, -0.134, 0.023], [-0.025, -0.010, 0.008], [0.007, 0.029, 0.003], [-0.008, -0.006, 0.012], [0.010, 0.010, -0.003], [-0.032, -0.004, 0.021], [0.019, 0.004, -0.015], [-0.025, 0.051, 0.031], [-0.010, -0.004, 0.003], [0.011, 0.004, -0.009], [0.063, -0.003, -0.004], [0.018, -0.011, 0.027], [0.022, -0.005, 0.036], [0.011, 0.012, 0.003], [-0.017, 0.000, 0.004], [0.008, 0.005, -0.034], [-0.022, 0.004, 0.026], [0.007, 0.030, 0.000], [-0.048, -0.267, -0.054], [0.091, -0.155, 0.199], [-0.035, 0.092, -0.134], [0.042, 0.159, -0.075], [-0.064, -0.070, 0.054], [0.077, 0.076, -0.044], [-0.037, -0.024, 0.006], [-0.044, 0.022, -0.005], [-0.005, -0.022, -0.003], [0.028, -0.015, 0.041], [0.029, 0.059, -0.035], [-0.024, -0.014, -0.004], [0.122, -0.210, -0.025], [-0.097, -0.032, 0.172], [-0.094, 0.117, -0.011], [0.032, 0.031, 0.010], [-0.048, -0.013, -0.011], [-0.012, -0.048, 0.017], [0.150, 0.104, 0.011], [0.012, -0.043, -0.039]], "nbo_charge": [0.90, -0.60, -0.07, -0.61, -0.60, 0.05, -0.28, 0.06, -0.45, 0.26, -0.27, 0.15, -0.25, 0.03, -0.21, 0.04, -0.44, -0.09, -0.59, -0.61, -0.59, 0.21, 0.22, 0.21, 0.21, 0.21, 0.21, 0.21, 0.21, 0.21, 0.22, 0.21, 0.21, 0.20, 0.22, 0.24, 0.21, 0.20, 0.21, 0.21, 0.21, 0.22, 0.20, 0.22, 0.21, -0.63, -0.18, -0.18, -0.28, -0.26, -0.23, -0.18, -0.63, 0.19, 0.19, 0.19, 0.20, -0.42, -0.44, -0.42, -0.22, -0.22, -0.44, -0.43, -0.43, 0.16, 0.21, 0.21, 0.15, 0.20, 0.21, 0.16, 0.20, 0.19, 0.16, 0.15, 0.24, 0.18, 0.15, 0.21, 0.23, -0.33, 0.30, -0.61, -0.22, -0.23, -0.62, 0.46, 0.20, 0.22, 0.19, 0.18, 0.40, -0.74, 0.69, -0.83, -0.70, 0.23, 0.28, 0.21, 0.44, 0.39], "multiplicity": 1, "charge": -1}

{"formula": "C5H9NO2", "method": "wB97M-V/def2-TZVPD", "symbols": ["C", "C", "C", "C", "C", "O", "N", "O", "H", "H", "H", "H", "H", "H", "H", "H", "H"], "positions_angstrom": [[1.053, -1.300, -0.171], [-1.081, 0.631, 0.142], [-0.501, 1.937, -0.265], [0.604, -0.535, 0.879], [0.832, -0.154, 2.111], [-0.038, -0.690, -1.659], [-0.764, -1.461, -2.394], [-0.383, -2.602, -2.561], [1.991, -1.040, -0.651], [0.725, -2.336, -0.255], [-1.790, 0.184, -0.539], [-1.379, 0.509, 1.174], [0.204, 0.573, 2.616], [1.653, -0.562, 2.689], [-1.303, 2.687, -0.258], [0.280, 2.269, 0.417], [-0.103, 1.890, -1.276]], "atomic_forces_ev_per_a": [[-0.426, -0.669, -2.260], [1.514, -1.016, 1.849], [-0.064, 0.117, -0.086], [-2.752, 2.324, -0.498], [0.278, -0.307, 0.038], [0.850, -0.392, 0.883], [0.686, -0.987, -0.403], [-0.322, 0.843, 0.466], [-0.085, -0.204, -0.004], [0.281, 0.111, 0.002], [0.336, -0.308, -0.048], [-0.351, 0.472, 0.054], [-0.036, 0.003, -0.079], [0.031, -0.014, 0.051], [0.067, -0.008, 0.008], [-0.029, 0.032, 0.026], [0.025, 0.003, 0.003]], "nbo_charge": [-0.15, -0.15, -0.68, -0.05, -0.44, -0.44, 0.35, -0.40, 0.23, 0.25, 0.21, 0.18, 0.21, 0.21, 0.23, 0.22, 0.23], "multiplicity": 1}

{"formula": "C23H38BaBrIN7O2", "method": "wB97M-V/def2-TZVPD", "symbols": ["Ba", "C", "C", "N", "C", "C", "C", "C", "C", "C", "C", "N", "C", "C", "N", "N", "H", "H", "H", "H", "H", "H", "H", "H", "H", "H", "H", "H", "H", "H", "H", "H", "H", "H", "N", "C", "C", "C", "O", "O", "H", "H", "H", "H", "H", "H", "N", "C", "C", "C", "N", "H", "H", "H", "H", "H", "H", "H", "H", "H", "H", "Br", "C", "C", "C", "C", "C", "C", "I", "H", "H", "H", "H"], "positions_angstrom": [[0.751, 0.002, -0.453], [-0.734, -0.954, 3.012], [-1.268, 0.440, 2.720], [-0.345, 1.263, 1.933], [0.813, 1.795, 2.652], [1.956, 0.817, 2.848], [2.783, 0.961, 3.953], [3.834, 0.077, 4.125], [4.007, -0.940, 3.202], [3.141, -1.013, 2.122], [3.335, -2.122, 1.102], [2.150, -2.440, 0.307], [1.219, -3.400, 0.911], [0.475, -2.857, 2.120], [-0.406, -1.727, 1.805], [2.148, -0.141, 1.935], [-1.461, -1.471, 3.651], [0.177, -0.863, 3.605], [-1.511, 0.907, 3.685], [-2.203, 0.368, 2.158], [-0.854, 2.056, 1.563], [0.542, 2.173, 3.647], [1.197, 2.632, 2.064], [2.596, 1.748, 4.670], [4.495, 0.166, 4.977], [4.796, -1.671, 3.318], [3.722, -3.000, 1.634], [4.122, -1.810, 0.409], [2.455, -2.819, -0.581], [1.734, -4.317, 1.231], [0.503, -3.687, 0.136], [1.204, -2.520, 2.859], [-0.065, -3.687, 2.591], [-1.271, -2.091, 1.415], [-0.926, 1.970, -2.265], [-0.276, 3.148, -2.886], [0.677, 3.836, -1.916], [1.814, 2.874, -1.576], [2.712, 2.722, -2.402], [1.681, 2.211, -0.480], [-1.501, 1.510, -2.965], [-1.585, 2.292, -1.561], [-1.013, 3.865, -3.259], [0.302, 2.797, -3.742], [0.150, 4.141, -1.008], [1.088, 4.721, -2.400], [2.640, -0.140, -2.757], [2.740, -1.404, -3.486], [1.590, -1.568, -4.474], [0.205, -1.277, -3.913], [-0.108, -2.100, -2.725], [2.488, 0.655, -3.374], [3.518, 0.100, -2.305], [2.714, -2.225, -2.761], [3.679, -1.504, -4.039], [1.622, -2.586, -4.874], [1.746, -0.899, -5.324], [-0.525, -1.432, -4.713], [0.145, -0.224, -3.623], [0.176, -3.061, -2.891], [-1.118, -2.151, -2.628], [-6.321, -1.967, -0.756], [-5.981, -0.206, -0.152], [-7.052, 0.550, 0.297], [-6.849, 1.845, 0.749], [-5.576, 2.391, 0.754], [-4.501, 1.639, 0.305], [-4.704, 0.345, -0.147], [-3.035, -0.749, -0.819], [-8.043, 0.118, 0.289], [-7.692, 2.427, 1.096], [-5.414, 3.402, 1.103], [-3.505, 2.062, 0.302]], "atomic_forces_ev_per_a": [[-0.464, -0.569, -0.496], [-0.002, 0.046, 0.015], [0.004, 0.001, -0.004], [0.028, -0.063, -0.040], [0.073, -0.065, 0.055], [-0.049, 0.065, -0.072], [-0.024, -0.005, 0.047], [-0.005, -0.020, -0.033], [0.005, 0.023, 0.059], [-0.034, -0.066, -0.086], [-0.004, -0.011, 0.022], [-0.009, 0.064, 0.009], [-0.048, -0.027, 0.017], [0.022, -0.004, -0.017], [0.069, 0.017, 0.116], [0.254, 0.021, 0.246], [-0.005, -0.015, -0.010], [0.006, -0.026, -0.012], [0.003, 0.021, -0.007], [0.001, -0.019, -0.009], [0.012, 0.006, -0.011], [-0.075, 0.064, -0.041], [0.025, -0.015, -0.010], [0.001, -0.001, -0.002], [0.000, 0.000, 0.000], [-0.001, -0.001, -0.003], [-0.009, -0.032, -0.039], [0.008, 0.023, 0.019], [0.013, -0.009, 0.010], [0.044, 0.006, -0.046], [-0.007, 0.001, 0.014], [-0.016, 0.013, 0.006], [-0.014, -0.007, -0.012], [-0.002, 0.018, -0.014], [0.035, -0.034, -0.028], [0.018, 0.052, -0.008], [0.015, -0.063, 0.068], [-0.065, -0.010, 0.022], [0.023, -0.081, 0.002], [0.265, 0.669, 0.039], [-0.025, -0.015, 0.031], [0.016, 0.027, 0.009], [-0.013, -0.008, 0.003], [-0.009, -0.006, -0.004], [-0.026, 0.002, -0.023], [0.005, 0.008, -0.007], [-0.008, -0.041, 0.171], [-0.033, 0.050, -0.069], [0.000, 0.012, 0.051], [0.056, -0.057, -0.043], [-0.079, 0.084, 0.101], [-0.024, 0.005, 0.012], [-0.010, -0.010, 0.021], [0.017, 0.002, 0.010], [0.012, -0.023, 0.012], [-0.030, 0.008, -0.027], [0.016, -0.002, 0.000], [-0.014, 0.010, 0.002], [-0.025, 0.002, 0.020], [0.082, 0.025, -0.019], [0.005, -0.013, -0.014], [0.025, 0.162, 0.058], [0.067, -0.185, -0.076], [-0.035, 0.082, 0.037], [-0.034, -0.058, -0.017], [0.062, 0.006, -0.007], [-0.008, 0.070, 0.027], [0.153, -0.226, -0.087], [-0.226, 0.117, 0.060], [-0.003, 0.009, 0.004], [-0.005, -0.006, -0.002], [0.003, -0.001, -0.001], [0.000, 0.002, 0.001]], "mulliken_charge": [1.06, -0.98, -0.73, 0.23, -1.61, 0.78, -1.00, -0.65, -1.05, 0.77, -1.34, 0.18, -1.01, -0.92, 0.29, 0.85, 0.56, 0.41, 0.37, 0.12, 0.22, 0.46, 0.41, 0.51, 0.44, 0.51, 0.34, 0.45, 0.09, 0.41, 0.40, 0.41, 0.53, 0.22, -0.24, -0.84, -0.43, 0.34, -0.72, -0.62, 0.22, 0.04, 0.41, 0.35, 0.27, 0.36, -0.19, -0.42, -1.08, 0.10, -0.39, 0.15, 0.18, 0.10, 0.40, 0.34, 0.37, 0.46, -0.21, 0.23, 0.09, -0.18, 0.13, -0.40, -0.53, -0.78, -0.03, 0.09, 0.29, 0.40, 0.38, 0.40, 0.25], "multiplicity": 1, "charge": 1}

Electronic energy (computed, a.u.): -3040.05383; -400.87894; -4330.16685
Energy relative to the best compared isomer or geometry (same formula, charge and spin) (computed, eV): 0.000; 8.104; 0.907